The following is a DFT calculation (ωB97M-V/def2-TZVPD) of a 7-piece molecular cluster, C4H25N2O6 overall.

The value obtained for the total energy is -19817.2394 eV. Its expectation value of S² is 0.750. The energy relative to the best compared isomer or geometry (same formula, charge and spin) comes out at 0.00 kcal/mol. Its spin multiplicity is 2.

XYZ file:
```
37
Properties=species:S:1:pos:R:3:nbo_charge:R:1
C 0.55118 -2.19189 -1.58214 -0.625
C 0.00343 -1.19960 -0.56522 -0.096
C 1.14153 -0.31891 -0.05407 -0.435
C 0.78664 0.77652 0.93652 -0.272
N 0.17145 0.22579 2.20666 -0.947
N -1.09831 -0.40555 -1.14570 -0.858
H 1.35485 -2.80032 -1.16628 0.226
H -0.23561 -2.85815 -1.94524 0.206
H 0.94309 -1.66452 -2.45745 0.205
H -0.40010 -1.76787 0.27950 0.183
H 1.89709 -0.96650 0.39581 0.225
H 1.63382 0.14449 -0.91359 0.226
H 0.07032 1.49840 0.54659 0.217
H 1.67410 1.33535 1.22268 0.220
H 0.34050 0.89576 2.96163 0.362
H -0.84883 0.10300 2.03981 0.425
H 0.60101 -0.68745 2.46839 0.445
H -0.76259 0.43823 -1.59692 0.390
H -1.58249 -0.95713 -1.84371 0.380
H 0.25933 3.43400 -2.41320 0.497
H 1.30030 4.57159 -2.52178 0.462
O 1.18895 3.66617 -2.21872 -0.979
H 1.79685 -2.71949 2.24590 0.498
H 1.04572 -2.73743 3.64421 0.453
O 1.30363 -2.17807 2.90052 -1.147
H -3.54116 3.34080 0.11632 0.477
H -2.60113 2.13186 0.40212 0.509
O -2.65014 3.00812 -0.02297 -1.001
H -3.30564 0.07627 1.20864 0.471
H -2.12464 0.04814 0.08918 0.495
O -2.46826 0.49019 0.95499 -1.148
H 3.71546 -3.63162 1.21677 0.476
H 2.60148 -4.64381 0.88761 0.476
O 2.76949 -3.70317 1.03502 -1.000
H -1.97114 3.02506 -1.64935 0.513
H -2.04975 3.34477 -3.15453 0.474
O -1.51042 2.87694 -2.50799 -0.999
```